# C15H25AlClKNOP

A molecular structure, C15H25AlClKNOP in a non-equilibrium geometry (wB97M-V/def2-TZVPD, the Open Molecules 2025 dataset).

Geometry as XYZ:
```
46
Properties=species:S:1:pos:R:3:mulliken_charge:R:1
C 4.253 3.347 -0.032 -0.85
C 3.879 1.837 0.531 0.77
C 3.405 1.686 2.093 -0.97
C 3.946 0.658 -0.413 -0.54
C 3.444 -0.873 -0.006 -0.53
C 1.807 -0.971 -0.059 -0.40
C 1.219 -2.298 -0.829 0.19
C 1.922 -2.614 -2.283 -1.11
C -0.431 -2.197 -1.079 -0.74
C -1.161 -2.037 0.383 -0.70
Al -1.797 -0.090 0.574 0.07
C -3.637 0.100 -0.385 0.21
C -4.647 1.300 0.160 -0.21
C -6.093 1.274 -0.682 -0.38
C -6.214 0.137 -1.841 -0.14
N -5.259 -0.915 -2.293 -0.50
C -3.952 -0.960 -1.575 -0.06
P -2.197 0.243 2.874 0.18
O -3.605 -0.687 3.343 -0.52
Cl -2.679 2.276 3.268 -0.38
H 4.597 3.295 -1.163 0.33
H 5.087 3.839 0.629 0.38
H 3.285 4.002 0.054 -0.17
H 4.188 2.183 2.812 0.34
H 2.359 2.210 2.245 0.21
H 3.271 0.555 2.412 0.18
H 4.392 0.862 -1.484 0.13
H 3.784 -1.142 1.107 0.34
H 4.005 -1.651 -0.694 0.34
H 1.358 0.029 -0.506 0.22
H 1.443 -1.044 1.074 0.10
H 1.351 -3.223 -0.087 0.29
H 2.748 -3.464 -2.193 0.25
H 2.511 -1.655 -2.677 0.21
H 1.155 -2.986 -3.113 0.35
H -0.727 -1.297 -1.773 0.29
H -0.774 -3.203 -1.600 0.26
H -2.054 -2.798 0.546 0.36
H -0.343 -2.287 1.204 0.37
H -0.731 0.984 0.107 -0.30
H -4.402 2.050 1.023 0.16
H -6.964 2.042 -0.409 0.24
H -7.263 0.138 -2.415 0.25
H -3.173 -1.790 -1.866 0.19
H -3.739 -0.531 4.341 0.30
K 2.437 5.665 0.676 0.99
```

Output
HOMO energy: -6.02 eV
HOMO-LUMO gap: 3.64 eV
E: -2359.9989 hartree
spin multiplicity: 1